1.
Density functional theory data (wB97M-V/def2-TZVPD) for C63H38Cl4N4O2PW as an isolated structure.

Geometry as XYZ:
```
113
C63H38Cl4N4O2PW, DFT wB97M-V/def2-TZVPD
W -0.3085 0.6528 -0.0112
Cl 6.3390 -1.9975 6.4188
C 5.1552 -1.4866 5.2610
C 5.4935 -0.5278 4.3186
C 4.5460 -0.1335 3.3876
C 3.2694 -0.6868 3.3923
C 2.9483 -1.6346 4.3568
C 3.8862 -2.0409 5.2933
C 2.2601 -0.2470 2.3882
C 1.1680 0.4710 2.8083
C 0.8728 0.8133 4.1743
C -0.2263 1.5906 4.1607
C -0.5939 1.7934 2.7819
C -1.5649 2.6895 2.3794
C -2.4468 3.3109 3.4097
C -2.0337 4.4073 4.1576
C -2.8685 4.9634 5.1134
C -4.1263 4.4162 5.3141
Cl -5.1773 5.1070 6.5077
C -4.5586 3.3271 4.5757
C -3.7132 2.7798 3.6229
C -1.7301 3.0958 1.0639
N -1.0116 2.6124 -0.0052
C -1.3170 3.4456 -1.0711
C -0.7812 3.3412 -2.3526
C -0.6769 4.5816 -3.1983
C -0.2095 4.5905 -4.5203
C -0.0754 5.7580 -5.2500
C -0.3651 6.9749 -4.6598
Cl -0.2053 8.4375 -5.5665
C -0.7289 7.0218 -3.3266
C -0.8589 5.8439 -2.6137
C -0.2775 2.0965 -2.7906
C -0.2716 1.6211 -4.1457
C 0.4406 0.4678 -4.1788
C 0.8615 0.2140 -2.8423
N 0.2987 1.1324 -1.9814
C 1.8206 -0.7008 -2.4481
C 2.2435 -0.8011 -1.1308
C 3.4419 -1.4715 -0.7498
C 3.5902 -1.3037 0.5859
C 2.4726 -0.5460 1.0437
N 1.6387 -0.2212 -0.0127
C 2.5175 -1.5081 -3.4843
C 3.2297 -0.8950 -4.5104
C 3.8699 -1.6516 -5.4785
C 3.7848 -3.0340 -5.4211
Cl 4.5670 -3.9875 -6.6381
C 3.0851 -3.6656 -4.4056
C 2.4622 -2.8966 -3.4369
C -2.3215 4.3837 -0.6584
C -2.5905 4.1530 0.6475
N 0.2381 1.0448 1.9622
H 6.4831 -0.0980 4.3182
H 4.8045 0.6172 2.6518
H 1.9556 -2.0628 4.3717
H 3.6382 -2.7797 6.0402
H 1.4510 0.5070 5.0270
H -0.7297 2.0324 5.0006
H -1.0521 4.8312 3.9932
H -2.5533 5.8146 5.6982
H -5.5414 2.9139 4.7476
H -4.0369 1.9248 3.0440
H 0.1118 3.6892 -5.0061
H 0.2784 5.7233 -6.2704
H -0.8787 7.9730 -2.8391
H -1.0506 5.9391 -1.5584
H -0.8077 2.0680 -4.9596
H 0.6419 -0.1625 -5.0265
H 4.1067 -1.9723 -1.4298
H 4.3846 -1.6696 1.2096
H 3.2947 0.1838 -4.5500
H 4.4322 -1.1791 -6.2692
H 3.0249 -4.7438 -4.3805
H 1.9098 -3.3806 -2.6441
H -2.8242 5.0780 -1.3062
H -3.3056 4.6573 1.2725
O -2.2115 0.3376 1.0292
C -2.7826 0.0042 -0.0522
O -2.2974 0.4277 -1.1355
C -3.5824 -1.2396 -0.0080
C -4.9496 -1.4323 -0.0135
C -5.4316 -2.7311 0.0829
C -4.5531 -3.8039 0.1722
C -3.1809 -3.5971 0.1538
C -2.6812 -2.3050 0.0722
P -0.8729 -1.9391 -0.1026
C -0.5806 -2.9528 -1.5855
C -0.1458 -4.2742 -1.5328
C -0.1282 -5.0523 -2.6807
C -0.5514 -4.5194 -3.8904
C -1.0079 -3.2095 -3.9435
C -1.0322 -2.4331 -2.7970
C -0.1360 -2.8407 1.2870
C 1.0852 -3.4982 1.1783
C 1.6040 -4.1973 2.2571
C 0.9126 -4.2304 3.4588
C -0.2827 -3.5351 3.5913
C -0.8064 -2.8434 2.5108
H -5.6266 -0.5930 -0.0822
H -6.4980 -2.9071 0.0879
H -4.9413 -4.8098 0.2462
H -2.5094 -4.4455 0.2041
H 0.1791 -4.7143 -0.5970
H 0.2134 -6.0759 -2.6270
H -0.5352 -5.1248 -4.7847
H -1.3610 -2.7956 -4.8776
H -1.4349 -1.4272 -2.8384
H 1.6337 -3.4829 0.2434
H 2.5455 -4.7175 2.1570
H 1.3107 -4.7858 4.2959
H -0.8162 -3.5446 4.5303
H -1.7466 -2.3164 2.6185
```

Computed properties:
LUMO energy (spin up / spin down) (eV): -4.040 / -4.040
Total energy (a.u.): -5042.2150
Energy relative to the best compared isomer or geometry (same formula, charge and spin) (kcal/mol): 19.98
Charge: +1
HOMO (spin up / spin down) (eV): -9.7 / -9.7
Orbital gap (spin up / spin down) (eV): 5.69 / 5.68

Atom charges from the Mulliken analysis, given in e for atoms 1 to 2: 1.73, -0.20

2.
Density functional theory data (wB97M-V/def2-TZVPD) for C63H39Cl5N5O5PV as an isolated structure at a distorted geometry.

Geometry as XYZ:
```
119
C63H39Cl5N5O5PV, DFT wB97M-V/def2-TZVPD
V -1.5167 0.1213 -0.7844
Cl -4.6829 -7.2135 -6.1668
C -4.1644 -5.8949 -5.1286
C -3.0097 -6.0003 -4.4068
C -2.6323 -4.9226 -3.6461
C -3.3620 -3.7268 -3.6266
C -4.5521 -3.6733 -4.3269
C -4.9478 -4.7577 -5.0937
C -2.9163 -2.5512 -2.7553
C -3.7386 -2.0626 -1.7227
C -5.0312 -2.4629 -1.2890
C -5.2437 -1.8487 -0.0779
C -4.1175 -1.0678 0.2156
C -3.8383 -0.2776 1.4212
C -3.7889 -0.9321 2.7090
C -3.4825 -0.1994 3.8972
C -3.4258 -0.8119 5.1215
C -3.6291 -2.2148 5.2304
Cl -3.5338 -2.9685 6.8107
C -3.8045 -2.9836 4.0734
C -3.8883 -2.3199 2.8526
C -3.5652 1.0952 1.2182
N -2.7306 1.5064 0.2328
C -2.5323 2.8993 0.3630
C -1.6500 3.6559 -0.4608
C -1.5865 5.1290 -0.2505
C -1.2606 5.6842 0.9887
C -1.0981 7.0543 1.1686
C -1.3475 7.8506 0.0431
Cl -1.1175 9.5612 0.3414
C -1.7052 7.3336 -1.1979
C -1.8610 5.9569 -1.3232
C -0.7248 3.0768 -1.3769
C 0.3419 3.7928 -2.0328
C 1.0752 2.8557 -2.7064
C 0.4423 1.6008 -2.5039
N -0.6349 1.7198 -1.6926
C 0.9028 0.3869 -3.0470
C 0.1628 -0.8301 -3.0822
C 0.4044 -1.8384 -4.1307
C -0.6990 -2.6030 -4.1159
C -1.6027 -2.1794 -2.9778
N -0.9334 -1.1210 -2.4205
C 2.2533 0.2899 -3.6877
C 3.1521 -0.6281 -3.0456
C 4.4757 -0.6630 -3.4826
C 4.8489 0.1076 -4.5895
Cl 6.5391 0.0061 -5.0907
C 3.9902 0.9204 -5.2679
C 2.6397 0.9836 -4.7947
C -3.4834 3.3202 1.3437
C -4.0653 2.2396 1.9584
N -3.2130 -1.1778 -0.8258
H -2.4444 -6.9334 -4.3959
H -1.7512 -5.0078 -2.9947
H -5.1694 -2.7937 -4.2332
H -5.8858 -4.8035 -5.5826
H -5.6346 -3.2416 -1.6813
H -6.0421 -1.9543 0.6590
H -3.3280 0.8554 3.9373
H -3.2584 -0.2285 6.0089
H -3.8662 -4.0711 4.0957
H -4.0236 -2.9587 1.9808
H -1.1691 5.0531 1.8506
H -0.8133 7.4729 2.1467
H -1.7058 8.0097 -2.0526
H -2.0607 5.5252 -2.2939
H 0.5859 4.8476 -1.9020
H 1.9731 3.1257 -3.2755
H 1.2354 -1.7753 -4.7744
H -0.9264 -3.4587 -4.7554
H 2.7789 -1.1686 -2.1812
H 5.1987 -1.3585 -3.0354
H 4.3144 1.4930 -6.0898
H 1.8914 1.6717 -5.1798
H -3.7009 4.3641 1.5575
H -4.8154 2.2047 2.7649
O 4.1304 -4.9964 0.5466
Cl 3.3945 -4.8719 -0.6831
O 4.2229 -5.2736 -1.7986
O 2.2065 -5.7180 -0.5893
O 2.9790 -3.5203 -0.9000
O -0.6684 -0.2699 1.1618
C 0.1775 -0.0507 0.2777
N 1.4873 0.0290 0.3507
P 2.2877 0.1333 1.7280
C 2.0650 1.7720 2.5954
C 2.3971 1.8743 3.9394
C 2.3566 3.1282 4.5196
C 1.9777 4.2619 3.7720
C 1.6772 4.1689 2.4446
C 1.7156 2.9069 1.8460
C 4.0417 -0.0681 1.3495
C 4.9684 0.9252 1.6004
C 6.2926 0.8124 1.1891
C 6.7562 -0.3491 0.5877
C 5.8302 -1.3595 0.2795
C 4.4926 -1.2327 0.6414
C 1.9562 -0.9562 3.0844
C 2.9026 -1.9372 3.4120
C 2.6045 -2.8575 4.3991
C 1.4584 -2.7406 5.1273
C 0.5451 -1.7301 4.8839
C 0.7771 -0.8725 3.8380
H 2.7245 1.0230 4.4992
H 2.5786 3.1900 5.5460
H 2.0225 5.2363 4.2758
H 1.4070 5.0572 1.8561
H 1.4690 2.7625 0.7590
H 4.6002 1.8038 2.1206
H 6.9457 1.6606 1.4187
H 7.7973 -0.4444 0.2818
H 6.1704 -2.2524 -0.2388
H 3.8435 -2.0594 0.3853
H 3.7777 -2.1042 2.7882
H 3.2717 -3.7232 4.5212
H 1.2524 -3.5733 5.7906
H -0.4374 -1.7416 5.3521
H 0.0510 -0.1292 3.6065
```

Computed properties:
Expectation value of S²: 3.9992
LUMO energy (spin up / spin down) (eV): 3.337 / 3.206
Total energy (a.u.): -6660.3690
Energy relative to the best compared isomer or geometry (same formula, charge and spin) (kcal/mol): 65.51
Charge: -2
HOMO (spin up / spin down) (eV): -1.4 / -2.0
2S+1: 4
Orbital gap (spin up / spin down) (eV): 4.69 / 5.17

Atom charges from the Mulliken analysis, given in e for atoms 1 to 2: -0.63, -0.26